(1)
The following is a DFT calculation (wB97M-V/def2-TZVPD) of a structure of composition C23H18MnN4Te at a distorted geometry.

As for the energy relative to the best compared isomer or geometry (same formula, charge and spin): 22.08 kcal per mole. The value obtained for the electronic energy is -68716.3424 eV. The value obtained for the HOMO-LUMO gap (alpha / beta) is 5.85 / 5.68 eV. The expectation value of S² is 8.8967.

The geometry in ORCA input format:
```
! RIJCOSX wB97M-V def2-TZVPD def2/J DEFGRID3
* xyz 0 6
Mn 0.838 0.832 -0.074
C -3.345 -2.483 -0.235
C -2.290 -2.341 -1.124
C -1.578 -1.155 -1.166
C -1.890 -0.099 -0.304
C -2.964 -0.246 0.577
C -3.680 -1.431 0.606
N -1.046 1.028 -0.296
C -1.541 2.308 -0.138
C -2.856 2.730 -0.360
C -3.163 4.077 -0.293
C -2.186 5.035 -0.009
C -0.880 4.652 0.204
C -0.558 3.294 0.156
N 0.686 2.738 0.317
N 1.767 3.480 0.307
C 2.872 2.735 0.129
C 4.150 3.323 0.160
C 5.254 2.554 -0.089
C 5.099 1.183 -0.349
C 3.835 0.656 -0.362
N 2.726 1.390 -0.149
H -3.904 -3.408 -0.200
H -2.019 -3.159 -1.780
H -0.770 -1.008 -1.876
H -3.196 0.555 1.266
H -4.497 -1.540 1.308
H -3.619 2.013 -0.629
H -4.181 4.393 -0.481
H -2.457 6.082 0.028
H -0.100 5.369 0.421
H 4.215 4.381 0.371
H 6.241 2.997 -0.090
H 5.952 0.547 -0.532
H 3.675 -0.398 -0.541
Te 1.322 -1.140 1.579
C 0.731 -3.045 0.840
C 0.965 -3.416 -0.480
C 0.655 -4.696 -0.915
C 0.106 -5.618 -0.036
C -0.126 -5.252 1.282
C 0.188 -3.974 1.719
H 1.397 -2.701 -1.171
H 0.851 -4.975 -1.943
H -0.140 -6.616 -0.375
H -0.548 -5.964 1.981
H 0.008 -3.687 2.748
*
```

=====

(2)
The following is a DFT calculation (wB97M-V/def2-TZVPD) of a structure of composition C23H18N10O2SeSn.

As for the energy relative to the best compared isomer or geometry (same formula, charge and spin): 0.00 kcal per mole. The value obtained for the electronic energy is -114303.4292 eV. The value obtained for the HOMO-LUMO gap is 7.55 eV.

The geometry in ORCA input format:
```
! RIJCOSX wB97M-V def2-TZVPD def2/J DEFGRID3
* xyz 2 1
Sn 0.578 1.100 -0.125
C -3.623 2.846 -0.978
C -4.284 2.642 0.224
C -3.682 1.878 1.211
C -2.430 1.341 0.960
N -1.788 1.561 -0.189
C -2.365 2.301 -1.138
C -1.713 0.446 1.899
C -2.262 -0.026 3.080
C -1.552 -0.949 3.826
C -0.337 -1.427 3.355
C 0.166 -0.920 2.171
N -0.499 0.036 1.501
C 1.414 -1.412 1.533
C 2.166 -2.446 2.060
C 3.309 -2.858 1.387
C 3.664 -2.222 0.212
C 2.868 -1.189 -0.251
N 1.762 -0.803 0.390
H -4.063 3.432 -1.772
H -5.260 3.076 0.395
H -4.180 1.721 2.156
H -1.792 2.469 -2.042
H -3.231 0.315 3.410
H -1.956 -1.322 4.757
H 0.197 -2.186 3.905
H 1.877 -2.934 2.978
H 3.912 -3.664 1.783
H 4.549 -2.505 -0.340
H 3.138 -0.641 -1.140
O 2.769 0.973 -3.586
C 1.956 0.858 -2.714
O 2.047 1.399 -1.513
C 0.725 -0.002 -2.917
C 0.494 -0.665 -4.107
C -0.630 -1.470 -4.204
C -1.482 -1.588 -3.112
C -1.193 -0.886 -1.961
N -0.107 -0.107 -1.872
H 1.196 -0.536 -4.919
H -0.843 -2.004 -5.121
H -2.362 -2.213 -3.153
H -1.832 -0.933 -1.089
N 5.298 2.359 2.403
N 3.942 2.130 2.395
N 3.242 2.075 3.504
C 2.048 1.733 3.046
N 2.068 1.585 1.715
N 3.303 1.845 1.312
H 5.514 2.946 3.201
H 5.559 2.803 1.529
H 1.172 1.636 3.664
Se 0.539 3.704 -0.052
C -0.299 3.544 1.577
N -0.749 3.390 2.628
*
```

=====

(3)
The following is a DFT calculation (wB97M-V/def2-TZVPD) of a structure of composition C23H18NO4PRhS2.

The value obtained for the electronic energy is -67784.6887 eV. The value obtained for the HOMO-LUMO gap is 7.34 eV.

The geometry in ORCA input format:
```
! RIJCOSX wB97M-V def2-TZVPD def2/J DEFGRID3
* xyz 1 1
Rh -0.452 -1.209 1.287
O 0.838 -2.406 0.302
N 0.340 -3.632 0.022
C 1.242 -4.615 -0.177
C 0.814 -5.869 -0.514
C -0.557 -6.099 -0.648
C -1.449 -5.074 -0.443
C -0.985 -3.801 -0.097
S -2.012 -2.435 0.175
H 2.270 -4.317 -0.040
H 1.540 -6.653 -0.662
H -0.920 -7.085 -0.904
H -2.516 -5.224 -0.531
O -1.611 -0.347 2.738
S -0.441 0.281 3.458
O -0.474 0.268 4.871
O 0.746 -0.383 2.795
C -0.444 1.923 2.827
C -0.575 2.993 3.687
C -0.623 4.279 3.162
C -0.545 4.474 1.794
C -0.417 3.389 0.933
C -0.365 2.096 1.437
P -0.098 0.719 0.275
C -1.222 0.897 -1.107
C -0.930 0.182 -2.270
C -1.823 0.201 -3.326
C -3.007 0.923 -3.221
C -3.303 1.623 -2.061
C -2.413 1.609 -0.997
C 1.580 0.858 -0.350
C 2.612 0.062 0.136
C 3.901 0.251 -0.339
C 4.161 1.228 -1.287
C 3.131 2.022 -1.777
C 1.841 1.838 -1.313
H -0.639 2.816 4.752
H -0.723 5.127 3.826
H -0.583 5.475 1.386
H -0.360 3.564 -0.134
H -0.010 -0.385 -2.348
H -1.599 -0.348 -4.230
H -3.703 0.935 -4.049
H -4.227 2.178 -1.981
H -2.657 2.141 -0.086
H 2.423 -0.694 0.885
H 4.704 -0.368 0.037
H 5.170 1.373 -1.650
H 3.332 2.778 -2.524
H 1.037 2.440 -1.719
*
```